# 1
{"formula": "C42H57BN9O6S4Sc", "method": "wB97M-V/def2-TZVPD", "charge": -2, "lumo_ev": 3.1, "homo_lumo_gap_ev": 6.54, "relative_energy_kj_mol": 2.1, "energy_ha": -4957.63842, "homo_energy_ha": -0.1268, "multiplicity": 1, "elements": ["Sc", "C", "C", "C", "C", "C", "C", "C", "C", "C", "N", "N", "B", "N", "N", "C", "C", "C", "C", "C", "C", "C", "C", "C", "N", "N", "C", "C", "C", "C", "C", "C", "C", "C", "C", "H", "H", "H", "H", "H", "H", "H", "H", "H", "H", "H", "H", "H", "H", "H", "H", "H", "H", "H", "H", "H", "H", "H", "H", "H", "H", "H", "H", "H", "H", "H", "H", "H", "H", "H", "H", "H", "H", "H", "H", "H", "H", "H", "H", "H", "H", "S", "C", "C", "C", "C", "N", "C", "C", "C", "S", "C", "N", "H", "H", "C", "S", "O", "O", "O", "H", "H", "H", "N", "C", "C", "C", "C", "C", "C", "S", "O", "O", "O", "H", "H", "H", "H", "H", "H"], "xyz": [[-1.0610, 1.0994, -0.1798], [-2.6941, -3.2745, 0.5314], [-2.2704, -2.9102, -0.8931], [-2.6037, -4.0183, -1.8927], [-0.8193, -2.5651, -0.9122], [0.1934, -3.4664, -1.2519], [1.3710, -2.7607, -1.1317], [2.7350, -3.3001, -1.4364], [2.7929, -3.6888, -2.9161], [3.0498, -4.4963, -0.5343], [1.0561, -1.5076, -0.7403], [-0.2884, -1.3748, -0.6044], [2.0337, -0.3734, -0.4517], [1.8120, 0.7590, -1.4851], [0.5801, 1.2712, -1.7327], [0.6825, 2.0839, -2.7898], [1.9988, 2.0822, -3.2433], [2.6880, 1.2314, -2.4003], [4.1278, 0.8473, -2.5790], [4.2798, 0.1126, -3.9176], [5.0579, 2.0666, -2.5702], [-0.4886, 2.8029, -3.3763], [-1.1950, 1.8891, -4.3861], [-0.0703, 4.1309, -4.0013], [1.9148, 0.0508, 1.0274], [0.7585, 0.3861, 1.6519], [1.0561, 0.6152, 2.9398], [2.4226, 0.4025, 3.1393], [2.9338, 0.0298, 1.9174], [4.3536, -0.3561, 1.6348], [5.1402, 0.8487, 1.1090], [5.0245, -0.9324, 2.8832], [0.0993, 0.9815, 4.0447], [0.8226, 1.0594, 5.3920], [-0.6295, 2.3107, 3.8180], [-3.7271, -3.6150, 0.5423], [-2.6320, -2.3941, 1.1636], [-2.0553, -4.0532, 0.9444], [-2.8359, -2.0248, -1.1840], [-2.2211, -4.9865, -1.5723], [-2.1921, -3.7785, -2.8733], [-3.6843, -4.0980, -1.9937], [0.0745, -4.4893, -1.5517], [3.4900, -2.5355, -1.2605], [2.0904, -4.4917, -3.1246], [3.7937, -4.0170, -3.1925], [2.5250, -2.8332, -3.5329], [2.3204, -5.2884, -0.6847], [3.0194, -4.1933, 0.5101], [4.0419, -4.8909, -0.7528], [3.1321, -0.7624, -0.6117], [2.4011, 2.6261, -4.0730], [4.4377, 0.1762, -1.7762], [4.0619, 0.7908, -4.7404], [3.5952, -0.7300, -3.9713], [5.2969, -0.2610, -4.0311], [4.8751, 2.6957, -3.4386], [6.0961, 1.7336, -2.5990], [4.9147, 2.6701, -1.6766], [-1.1878, 3.0231, -2.5543], [-0.5363, 1.6633, -5.2237], [-2.0903, 2.3728, -4.7718], [-1.4844, 0.9530, -3.9024], [0.5919, 3.9879, -4.8551], [0.4360, 4.7279, -3.2472], [-0.9523, 4.6689, -4.3372], [2.9655, 0.4952, 4.0531], [4.3606, -1.1404, 0.8733], [5.2338, 1.6059, 1.8854], [4.6261, 1.2937, 0.2622], [6.1377, 0.5430, 0.7928], [5.1828, -0.1638, 3.6360], [5.9912, -1.3578, 2.6183], [4.4064, -1.7171, 3.3122], [-0.6474, 0.1869, 4.1385], [1.5637, 1.8583, 5.3863], [1.3116, 0.1203, 5.6400], [0.0962, 1.2802, 6.1696], [0.0232, 3.1515, 4.0516], [-1.5012, 2.3707, 4.4651], [-0.9486, 2.4279, 2.7874], [-3.3894, -0.0058, -0.5150], [-4.0054, 0.7016, -1.9707], [-4.6771, -0.0715, -2.9057], [-5.3447, 0.5217, -3.9763], [-5.9999, -0.2594, -4.9387], [-6.5175, -0.9068, -5.7389], [-5.3579, 1.9332, -4.0826], [-4.6217, 2.7002, -3.1817], [-3.9121, 2.1097, -2.1407], [-2.9620, 3.0479, -1.0341], [-6.1593, 2.5405, -5.0622], [-6.8401, 3.0403, -5.8447], [-4.6869, -1.1470, -2.7892], [-4.6178, 3.7763, -3.2728], [1.9560, 3.4661, 1.3058], [0.3279, 3.8661, 0.6123], [0.5626, 4.1290, -0.7899], [-0.1528, 4.9678, 1.4054], [-0.4963, 2.6320, 0.7950], [2.5223, 4.3857, 1.2509], [2.4154, 2.6882, 0.7133], [1.8172, 3.1522, 2.3292], [-2.3462, -0.0320, 2.2066], [-2.9370, -0.6634, 3.3063], [-2.3019, -1.7419, 3.9216], [-2.8935, -2.3632, 5.0078], [-4.1084, -1.9176, 5.4774], [-4.7519, -0.8594, 4.8715], [-4.1733, -0.2316, 3.7842], [-4.7771, -2.5717, 7.0221], [-4.4572, -1.5010, 7.9714], [-6.2105, -2.7544, 6.8002], [-4.0521, -3.8170, 7.2760], [-1.3388, -0.1841, 2.1209], [-2.6606, 0.9310, 2.0726], [-1.3400, -2.0734, 3.5483], [-2.4237, -3.1913, 5.5153], [-5.6977, -0.5355, 5.2753], [-4.6555, 0.6042, 3.2966]], "atomic_forces_ev_per_a": [[-1.3, -2.1, -1.3], [-0.1, 0.2, -0.3], [-0.2, -0.2, 0.0], [0.1, 0.2, 0.1], [0.0, 0.0, -0.2], [0.1, 0.3, 0.1], [-0.2, -0.1, 0.0], [0.1, -0.1, -0.1], [0.1, 0.1, 0.1], [0.1, 0.2, -0.1], [0.4, -0.5, -0.1], [-0.4, 0.5, 0.1], [-0.4, 0.0, 0.0], [0.6, -0.1, 0.0], [-0.5, 0.3, 0.1], [0.0, 0.0, 0.0], [-0.1, -0.1, 0.2], [-0.2, 0.1, -0.1], [0.2, -0.1, 0.0], [0.0, -0.1, 0.3], [-0.1, -0.2, 0.2], [-0.1, 0.0, 0.0], [0.0, 0.1, 0.3], [0.0, -0.2, 0.3], [0.5, -0.1, 0.1], [-0.5, 0.2, -0.1], [0.2, -0.1, -0.1], [0.0, -0.1, -0.3], [-0.1, 0.0, 0.2], [0.2, 0.0, -0.1], [-0.1, -0.3, -0.1], [-0.1, 0.0, -0.2], [-0.2, 0.2, 0.1], [-0.1, -0.2, -0.2], [-0.1, -0.2, -0.2], [-0.1, -0.1, 0.1], [0.0, 0.1, 0.2], [0.1, -0.1, 0.1], [0.2, -0.3, 0.0], [0.0, -0.1, 0.0], [0.0, -0.1, -0.1], [-0.1, -0.1, 0.0], [0.0, -0.1, 0.0], [0.0, 0.1, 0.0], [-0.1, -0.1, -0.1], [0.1, -0.1, 0.0], [0.0, 0.0, -0.1], [-0.1, -0.1, 0.0], [0.0, -0.1, 0.1], [0.1, -0.1, 0.0], [0.2, 0.0, 0.0], [0.1, 0.1, -0.2], [-0.1, 0.0, 0.0], [0.0, 0.0, -0.1], [-0.1, -0.1, -0.1], [0.1, 0.0, -0.1], [0.0, 0.1, -0.1], [0.1, 0.0, 0.0], [0.0, 0.1, 0.1], [0.3, 0.0, -0.4], [0.1, -0.1, -0.1], [-0.1, 0.0, 0.0], [-0.1, 0.0, -0.1], [0.1, 0.0, -0.1], [0.1, 0.1, 0.0], [-0.1, 0.1, -0.1], [0.1, 0.0, 0.3], [0.0, 0.1, 0.0], [0.0, 0.1, 0.1], [0.0, 0.1, -0.1], [0.1, 0.0, 0.0], [0.0, 0.1, 0.1], [0.1, 0.0, 0.0], [0.0, -0.1, 0.1], [0.1, 0.1, -0.1], [0.1, 0.1, 0.0], [0.1, -0.1, 0.1], [-0.1, 0.0, 0.1], [0.1, 0.1, 0.0], [-0.1, 0.0, 0.1], [-0.1, 0.0, 0.3], [0.3, 0.3, 0.2], [0.0, 0.4, 0.2], [-0.1, 0.1, -0.3], [0.5, 1.0, 0.8], [-0.6, -0.8, -0.8], [0.0, 0.0, 0.1], [0.7, -0.9, 0.8], [-0.2, -0.1, -0.1], [0.1, -0.2, 0.1], [0.5, -0.3, 0.2], [-0.6, 0.6, -0.8], [0.0, 0.0, 0.0], [-0.1, 0.0, 0.0], [0.0, 0.1, 0.0], [-1.1, 0.0, -0.3], [2.0, 1.8, -0.1], [-0.2, -0.1, 0.2], [-0.3, -0.4, 0.0], [0.0, 0.9, 0.6], [0.1, 0.2, 0.0], [0.1, -0.2, -0.1], [0.1, -0.1, 0.3], [0.5, 0.4, -0.4], [0.0, -0.2, 0.2], [0.0, 0.2, -0.2], [0.1, -0.1, -0.1], [-0.3, -0.4, 0.8], [0.0, 0.1, -0.2], [0.1, 0.0, -0.1], [0.0, 0.0, 0.3], [-0.1, -0.3, -0.2], [0.3, 0.1, -0.1], [-0.1, 0.3, -0.2], [-0.4, 0.2, 0.3], [0.2, -0.4, 0.2], [0.1, -0.1, -0.1], [0.1, -0.1, 0.0], [-0.1, 0.1, 0.0], [-0.1, 0.1, 0.0]]}

# 2
{"formula": "C42H57Cl2F6InN5O4S2Se2Si2Te", "method": "wB97M-V/def2-TZVPD", "charge": -1, "lumo_ev": 2.0, "homo_lumo_gap_ev": 6.03, "relative_energy_kj_mol": 220.4, "energy_ha": -10365.39783, "homo_energy_ha": -0.1494, "multiplicity": 1, "elements": ["In", "C", "Se", "C", "C", "Se", "C", "H", "H", "H", "H", "H", "H", "H", "H", "H", "H", "F", "C", "F", "F", "S", "O", "O", "N", "S", "O", "O", "C", "F", "F", "F", "C", "C", "C", "C", "C", "C", "C", "N", "C", "N", "C", "C", "C", "C", "C", "C", "C", "N", "C", "C", "C", "C", "C", "C", "C", "H", "H", "H", "H", "H", "H", "H", "H", "H", "H", "H", "H", "H", "H", "H", "H", "H", "H", "H", "H", "H", "H", "Cl", "C", "C", "C", "C", "C", "Cl", "C", "N", "H", "H", "H", "C", "Si", "C", "C", "C", "Te", "C", "Si", "C", "C", "C", "H", "H", "H", "H", "H", "H", "H", "H", "H", "H", "H", "H", "H", "H", "H", "H", "H", "H", "H", "H", "H", "H"], "xyz": [[-0.0877, 0.7401, 0.4010], [4.7558, 1.1148, 0.1233], [3.4377, 0.4359, -1.1520], [4.2122, -1.3569, -1.4722], [3.7495, -2.5248, -0.6049], [1.9243, -2.3800, 0.2143], [1.2240, -4.1622, -0.3291], [5.6620, 1.4044, -0.4041], [4.9612, 0.3528, 0.8672], [4.3085, 1.9814, 0.6057], [5.2929, -1.2315, -1.3906], [3.9600, -1.5470, -2.5103], [4.4068, -2.6509, 0.2558], [3.7653, -3.4403, -1.1984], [1.8280, -4.6009, -1.1216], [0.2022, -4.0132, -0.6720], [1.2099, -4.8118, 0.5454], [-2.5339, 3.8947, -3.2720], [-1.8346, 2.8966, -2.7101], [-1.4958, 2.0459, -3.6870], [-2.6416, 2.2588, -1.8733], [-0.3507, 3.6939, -1.9075], [0.3592, 2.6775, -1.1434], [0.3209, 4.2595, -3.0273], [-1.0345, 4.7582, -0.9762], [-1.1412, 4.2332, 0.5185], [-1.5944, 2.8607, 0.5607], [-1.8081, 5.1673, 1.3601], [0.6828, 4.3486, 1.0879], [1.3312, 5.1327, 0.2131], [0.7204, 4.9725, 2.2674], [1.3881, 3.2257, 1.2083], [-1.2011, -3.2440, -5.9738], [-2.4602, -2.4311, -5.8535], [-3.5772, -2.7297, -6.6193], [-4.7391, -1.9746, -6.5372], [-4.7676, -0.8636, -5.7118], [-3.6604, -0.5423, -4.9425], [-2.5181, -1.3437, -4.9655], [-1.3953, -1.0725, -4.1752], [-1.2759, -0.6923, -2.8335], [-2.4693, -0.6837, -2.1843], [-2.9487, -0.4428, -0.8812], [-2.1963, -0.0001, 0.2011], [-2.8505, 0.2246, 1.4135], [-4.2142, 0.0570, 1.5564], [-4.9479, -0.4006, 0.4765], [-4.3339, -0.6823, -0.7300], [-5.1773, -1.2203, -1.8606], [-0.1025, -0.4587, -2.3500], [0.9697, -0.9186, -3.1573], [1.2146, -2.2979, -3.1621], [2.2068, -2.8636, -3.9419], [2.9882, -2.0502, -4.7496], [2.7509, -0.6862, -4.7590], [1.7469, -0.0997, -3.9910], [1.4851, 1.3670, -4.1255], [-1.3500, -4.0776, -6.6575], [-0.8895, -3.6394, -5.0052], [-0.3795, -2.6341, -6.3602], [-3.5383, -3.5775, -7.2927], [-5.6067, -2.2420, -7.1255], [-5.6458, -0.2322, -5.6713], [-3.6661, 0.3628, -4.3489], [-0.5095, -1.3050, -4.5941], [-3.2154, -0.9616, -2.7972], [-2.2869, 0.5636, 2.2686], [-4.6983, 0.2754, 2.5001], [-6.0172, -0.5504, 0.5700], [-6.1751, -1.4536, -1.4937], [-4.7604, -2.1408, -2.2798], [-5.2867, -0.4933, -2.6692], [0.5879, -2.9283, -2.5455], [2.3560, -3.9368, -3.9288], [3.7699, -2.4759, -5.3658], [3.3592, -0.0469, -5.3886], [2.3845, 1.8920, -4.4431], [1.1660, 1.7821, -3.1811], [0.6989, 1.5561, -4.8605], [3.8869, -0.9131, 2.8991], [2.8303, 0.2048, 3.6920], [3.1720, 0.6140, 4.9614], [2.3808, 1.5280, 5.6437], [1.2373, 1.9978, 5.0225], [0.8860, 1.5495, 3.7682], [-0.5756, 2.1544, 3.0679], [1.6458, 0.6244, 2.9823], [1.3472, 0.0991, 1.7943], [4.0774, 0.2261, 5.4101], [2.6570, 1.8700, 6.6310], [0.5928, 2.7139, 5.5161], [2.6108, -4.3613, 5.8448], [1.8116, -4.3781, 4.1176], [0.8057, -5.9864, 3.9880], [3.2296, -4.5481, 2.8818], [0.6976, -2.8441, 4.0908], [-0.4787, -2.2179, 2.3722], [-1.8649, -3.9141, 2.7027], [-3.3961, -3.6536, 3.7666], [-3.1660, -2.2239, 4.9819], [-3.7621, -5.2331, 4.7652], [-4.9036, -3.3703, 2.6571], [3.2868, -5.2098, 5.9713], [1.8652, -4.4067, 6.6412], [3.1921, -3.4485, 5.9900], [1.4469, -6.8445, 4.1994], [0.3928, -6.1209, 2.9862], [-0.0241, -6.0079, 4.6976], [3.5961, -5.5771, 2.8527], [4.0622, -3.9027, 3.1527], [2.9194, -4.2623, 1.8769], [1.2982, -1.9652, 4.3338], [-0.0367, -2.9572, 4.8918], [-1.2445, -4.7092, 3.1145], [-2.1646, -4.2308, 1.7009], [-2.3702, -2.4477, 5.6958], [-4.0724, -2.0049, 5.5494], [-2.8715, -1.3225, 4.4410], [-2.9336, -5.4973, 5.4256], [-3.9373, -6.0836, 4.1031], [-4.6533, -5.1094, 5.3844], [-4.6889, -2.6207, 1.8980], [-5.7718, -3.0323, 3.2267], [-5.1820, -4.2925, 2.1419]], "atomic_forces_ev_per_a": [[-0.1, -1.0, 0.6], [-0.2, -0.1, -0.2], [0.3, -0.2, 0.0], [-0.3, 0.3, 0.1], [-0.3, 0.1, 0.3], [0.5, -0.4, -0.8], [0.2, 0.4, 0.2], [0.0, 0.0, 0.0], [0.0, 0.1, 0.1], [0.0, 0.0, 0.0], [0.0, 0.0, -0.1], [0.1, 0.0, 0.0], [0.1, 0.0, -0.1], [0.0, 0.0, 0.1], [0.0, 0.0, 0.0], [0.0, -0.1, 0.0], [0.0, -0.1, -0.1], [0.0, -0.1, 0.0], [-0.3, 0.3, -0.3], [0.1, 0.1, 0.1], [0.2, 0.0, 0.1], [-0.5, -0.2, -0.5], [0.2, -0.6, -0.5], [0.1, 0.2, 0.0], [0.1, -0.1, 0.0], [0.0, 0.0, 0.5], [0.1, 0.1, 0.4], [0.0, 0.3, -0.2], [0.4, 0.6, 0.3], [0.0, -0.1, 0.0], [-0.2, -0.1, -0.1], [-0.3, 0.0, -0.2], [-0.1, 0.0, 0.0], [0.0, -0.1, 0.0], [0.0, 0.1, 0.0], [0.0, 0.0, 0.0], [0.0, -0.1, 0.0], [0.1, 0.1, -0.1], [-0.3, 0.0, 0.0], [0.0, 0.1, -0.1], [0.2, -0.3, -0.4], [-0.2, 0.1, -0.2], [0.1, -0.1, 0.3], [1.1, 0.5, -0.2], [-0.2, 0.0, 0.0], [0.0, 0.0, 0.1], [0.1, 0.0, 0.0], [-0.1, 0.0, -0.1], [0.0, 0.1, 0.1], [-0.2, 0.2, 0.6], [0.3, -0.1, -0.1], [0.0, 0.0, 0.1], [-0.1, -0.1, -0.1], [0.0, 0.0, -0.1], [0.1, -0.1, -0.1], [-0.1, 0.0, 0.1], [0.0, 0.0, 0.0], [0.0, 0.0, 0.0], [0.0, 0.0, 0.0], [0.1, -0.1, 0.0], [0.0, 0.0, 0.0], [0.0, 0.0, 0.0], [0.0, 0.0, 0.0], [0.0, 0.0, 0.1], [0.0, 0.0, 0.0], [0.0, 0.0, 0.0], [0.0, 0.0, 0.0], [0.0, 0.0, 0.0], [0.0, 0.0, 0.0], [0.0, 0.0, 0.0], [0.0, 0.0, -0.1], [0.0, -0.1, -0.1], [0.0, 0.1, 0.0], [0.0, 0.0, 0.0], [0.0, 0.0, 0.0], [0.0, 0.0, 0.0], [0.0, 0.0, 0.0], [0.0, 0.1, 0.1], [0.0, 0.0, 0.0], [0.2, -0.4, -0.1], [-0.4, 0.2, 0.0], [0.0, 0.0, -0.1], [0.1, 0.1, 0.2], [-0.1, 0.1, 0.0], [0.3, -0.1, 0.0], [-0.2, 0.0, 0.4], [-0.2, 0.0, -0.2], [-0.3, 0.5, -0.7], [0.0, 0.0, 0.0], [0.0, 0.0, 0.0], [0.0, 0.0, 0.0], [-0.2, 0.0, -0.2], [0.1, -0.3, 0.3], [0.0, 0.3, 0.0], [-0.3, 0.2, 0.0], [0.2, 0.0, -0.5], [-0.5, -0.9, 0.9], [0.0, 0.3, 0.0], [-0.2, 0.0, 0.2], [0.0, -0.2, -0.3], [0.1, 0.2, -0.1], [0.3, 0.0, 0.1], [0.0, 0.0, 0.0], [0.0, 0.0, 0.0], [0.0, 0.0, 0.0], [0.1, 0.0, 0.0], [0.0, 0.0, 0.0], [0.0, 0.0, 0.0], [-0.1, -0.1, 0.1], [0.1, 0.1, 0.0], [0.0, 0.0, 0.0], [0.1, 0.0, 0.0], [0.0, 0.0, 0.0], [0.0, 0.0, 0.0], [0.0, -0.1, 0.0], [0.0, 0.0, 0.0], [-0.1, -0.1, 0.0], [0.0, 0.0, 0.0], [0.0, 0.0, 0.0], [0.0, 0.0, -0.1], [0.0, 0.0, 0.0], [0.0, 0.1, 0.0], [0.0, 0.0, 0.0], [0.0, -0.1, 0.0]]}